{"formula": "C4H6ClN2O2P2", "method": "wB97M-V/def2-TZVPD", "total_charge": 1, "fmax_ev_per_a": 1.27, "spin_multiplicity": 1, "homo_lumo_gap_ev": 7.9, "species": ["O", "P", "C", "N", "N", "C", "C", "C", "P", "O", "Cl", "H", "H", "H", "H", "H", "H"], "coordinates": [[-2.85053, -1.63322, -1.35791], [-1.47766, -1.77655, -0.86840], [-0.76904, -0.14547, -0.28450], [-1.48517, 0.87451, -0.66958], [-1.07652, 2.06463, -0.26165], [-0.01952, 2.26663, 0.49422], [0.78372, 1.21394, 0.89816], [0.40935, -0.05835, 0.49707], [1.35097, -1.57760, 0.99879], [1.95572, -1.98387, -0.45486], [2.93180, -0.71935, 1.94936], [-1.36807, -2.62205, 0.24838], [-0.55542, -2.17862, -1.84946], [-1.64121, 2.85014, -0.56238], [0.19937, 3.28045, 0.78428], [1.65689, 1.38106, 1.50292], [1.95532, -1.23627, -1.06444]], "atomic_forces_ev_per_a": [[-0.13, 0.16, -0.03], [-1.06, 0.08, -0.56], [0.28, -1.24, 0.04], [-0.27, 0.66, -0.05], [0.10, -0.59, 0.01], [0.50, 0.57, 0.41], [-0.52, -0.59, -0.25], [0.38, 1.02, 0.14], [0.01, -0.79, 0.29], [-0.58, 0.32, 0.06], [0.08, 0.15, -0.01], [0.57, 0.08, 0.03], [0.32, -0.09, 0.33], [-0.22, -0.04, -0.14], [-0.08, 0.25, -0.07], [0.11, 0.16, 0.10], [0.49, -0.11, -0.30]], "mulliken_charge": [-0.5927, 0.4659, 0.2879, -0.4830, 0.1977, -0.4194, -0.2409, 0.2914, 0.2821, -0.4006, -0.2094, 0.1274, 0.1301, 0.2881, 0.4800, 0.4299, 0.3654]}